Below is 11 unconnected molecules or ions with the total composition C40H65F3N2O12S4, with properties calculated with the ωB97M-V functional and the def2-TZVPD basis.

The geometry in XYZ format:
```
126
Properties=species:S:1:pos:R:3:forces:R:3:lowdin_charge:R:1
C 4.13775 3.15034 3.66873 1.174 -1.849 0.658 0.03
C 5.07175 1.87634 3.46273 1.481 1.591 5.438 -0.25
O 6.16775 1.82434 4.08073 -4.262 -0.812 -3.532 0.09
N 4.37375 0.66834 2.84773 4.599 0.353 4.051 0.09
H 3.39575 0.54634 2.94873 -3.729 0.710 1.895 0.04
H 4.40175 0.95634 1.95573 0.654 0.911 -6.290 0.02
C 5.07375 -0.54366 3.13873 2.403 -0.981 -1.307 -0.02
H 3.74175 3.27434 2.68573 -0.634 0.974 -0.556 0.05
H 4.76575 3.96434 4.10373 -0.517 -0.628 -0.816 0.10
H 3.30975 2.90634 4.40373 1.014 -0.116 -1.047 0.08
H 4.52575 -1.37566 2.99673 -3.545 -2.397 0.185 0.05
H 5.47775 -0.64966 4.10573 0.480 0.638 1.086 0.09
H 5.77975 -0.97766 2.41173 0.856 1.825 -0.083 0.12
C 1.42075 -1.20366 0.61273 -1.381 0.490 0.412 0.04
C 1.18375 0.14334 -0.05627 1.492 1.588 1.756 -0.34
O 0.60275 0.31934 -1.05527 -1.118 -0.342 -1.717 0.12
N 1.74775 1.48134 0.58873 0.897 -3.160 -0.557 -0.02
H 1.65075 1.25434 1.60773 0.352 0.711 0.908 0.05
H 2.80575 1.73234 0.24173 0.726 -1.987 1.427 0.11
C 1.17875 2.67634 0.09073 -6.348 0.262 3.773 -0.08
H 2.23375 -1.25666 1.30573 0.336 0.510 0.650 0.06
H 1.74475 -1.78966 -0.23327 -0.489 -0.783 -0.232 0.06
H 0.44775 -1.57566 1.14473 1.822 0.626 -1.343 0.11
H 1.29675 3.42334 0.90873 0.591 0.030 -1.177 0.10
H -0.08125 2.58034 0.09673 3.491 0.268 -0.679 0.15
H 1.60275 2.79034 -0.82627 0.495 1.469 -2.649 0.05
O 4.39775 1.59934 0.27673 -1.533 0.418 1.908 -0.35
H 4.61475 1.44834 -0.61427 0.667 -0.161 -1.611 -0.10
O 1.82175 0.84534 3.16073 -0.122 0.008 -0.080 -0.37
H 1.36875 1.09634 3.97773 0.240 -0.200 -0.365 -0.05
F 3.82675 -4.86166 -0.47027 0.318 1.498 -0.444 0.05
C 3.86075 -3.66266 -1.13127 0.214 1.415 -2.180 -0.20
C 3.14775 -3.53966 -2.37027 0.603 -4.068 3.740 -0.07
C 3.10975 -2.41666 -3.05927 -2.273 1.095 -3.399 -0.15
C 3.66775 -1.27166 -2.54427 1.488 1.927 -1.462 -0.09
C 4.54075 -1.34466 -1.44427 -2.247 -1.675 -1.463 -0.08
C 4.66875 -2.53666 -0.78327 -0.895 -3.517 1.841 -0.02
H 2.60775 -4.40966 -2.71327 0.049 -0.219 -0.050 0.11
H 2.46075 -2.56366 -4.05427 1.724 1.236 2.189 0.15
H 3.62775 -0.36466 -3.21027 -0.036 -0.695 1.195 0.13
H 4.97675 -0.54566 -0.98527 1.262 2.310 0.612 0.05
H 5.28175 -2.70366 0.11773 -0.135 0.564 -0.498 0.12
F -0.49225 -1.80566 -7.62227 -0.790 0.188 2.294 -0.02
C -0.78225 -1.66366 -6.24227 0.840 0.967 1.198 -0.22
C -2.03125 -2.00766 -5.70627 0.515 -0.361 -1.277 -0.01
C -2.28225 -1.98666 -4.24427 2.912 -0.139 -4.300 -0.03
C -1.12025 -1.74666 -3.54427 -0.154 1.942 -2.809 -0.08
C 0.08275 -1.13966 -4.08427 1.067 -0.152 2.632 -0.10
C 0.30475 -1.08366 -5.40027 -0.912 -2.134 -5.129 -0.06
H -2.67425 -2.42466 -6.53327 0.017 0.560 1.421 0.12
H -3.24725 -2.23266 -3.87027 -0.336 -0.203 0.543 0.09
H -1.27825 -1.81566 -2.56827 0.189 -0.005 4.478 0.04
H 0.95475 -0.74766 -3.42927 -2.004 -0.943 -0.644 0.12
H 1.26375 -0.94466 -6.03427 -1.503 0.428 1.739 0.15
F 1.29875 -3.07466 3.87273 -1.738 -0.179 0.208 0.04
C -0.08625 -3.07466 3.90273 0.437 -3.090 -0.485 -0.26
C -0.84925 -4.26966 4.02473 1.961 0.102 -0.239 -0.03
C -2.22625 -4.30166 3.99873 1.481 -1.911 2.269 -0.12
C -2.92325 -3.12566 4.15373 -0.415 1.505 -2.160 -0.11
C -2.23325 -1.93766 3.84573 1.050 1.407 0.525 -0.05
C -0.78525 -1.97666 3.67173 -2.923 2.795 0.818 -0.05
H -0.33125 -5.20066 4.17973 0.271 -0.175 -0.191 0.11
H -2.56525 -5.33766 4.29573 -0.493 1.448 -0.785 0.13
H -3.99325 -3.22666 4.18873 -0.339 0.587 0.427 0.09
H -2.62825 -0.81766 3.86573 0.290 -2.879 -0.099 0.14
H -0.30725 -1.02266 3.61073 0.494 0.448 -0.429 0.09
C -0.21925 3.64234 4.04473 -1.276 -0.850 0.196 -0.14
C -1.21825 4.84534 3.79373 5.503 -1.535 -4.440 -0.27
C -1.61325 5.36034 4.95973 -0.244 6.094 6.481 -0.30
S -0.14425 5.34334 6.00073 -0.593 1.900 3.121 0.74
O -0.55625 4.98534 7.38573 0.900 0.335 -2.322 -0.35
O 0.54175 6.62134 5.79873 -0.103 -1.319 -0.033 -0.33
C 0.69775 3.97934 5.23773 -2.689 2.897 -3.492 -0.19
H 0.32375 3.43334 3.14373 0.473 -0.073 -0.342 0.08
H -0.76425 2.68034 4.27873 0.260 1.093 -0.216 0.13
H -1.97725 4.59734 3.18573 -2.558 -1.113 -2.490 0.09
H -0.63825 5.68134 3.32273 -0.208 -0.973 -0.336 0.15
H -2.30725 4.93134 5.59373 -1.867 -1.226 0.814 0.09
H -1.74925 6.51934 4.97173 -0.382 -1.996 -0.125 0.16
H 0.63575 3.32434 5.95873 0.390 -3.876 3.543 0.04
H 1.62375 4.28434 4.92173 2.352 0.621 -0.382 0.07
C -2.63625 -5.11266 -1.43027 -3.219 -0.365 -1.008 -0.22
C -1.45125 -5.33566 -2.27027 -2.877 -5.160 -5.663 -0.30
C -0.35525 -4.76966 -1.65127 3.462 2.204 -0.315 -0.31
S -0.71825 -4.27166 -0.06827 0.233 4.058 -0.718 0.63
O -1.10125 -2.85766 -0.17527 -0.090 -1.019 0.535 -0.31
O 0.26275 -4.63866 0.87173 1.285 -0.623 1.420 -0.26
C -2.13625 -5.17866 -0.02227 -0.115 -5.519 0.016 -0.25
H -3.51325 -5.84266 -1.69427 1.534 1.630 0.734 0.17
H -2.85825 -4.07966 -1.70427 -1.005 0.082 0.519 0.11
H -1.47325 -4.93966 -3.30127 -1.004 0.172 0.438 0.12
H -1.34425 -6.51666 -2.59827 0.063 2.486 1.422 0.18
H 0.20475 -4.15466 -2.32627 0.185 1.360 0.360 0.12
H 0.26475 -5.52766 -1.52327 3.467 -3.362 1.073 0.07
H -2.66425 -4.82466 0.77173 -2.135 1.230 1.952 0.07
H -1.95025 -6.35966 0.27773 0.055 2.942 -0.786 0.20
C -1.16125 3.57034 -6.02727 -1.518 -1.878 1.090 -0.20
C -1.48425 2.06734 -5.77827 4.836 0.032 0.595 -0.19
C -2.05725 2.05034 -4.43927 -4.111 2.361 -0.870 -0.29
S -1.42125 3.35134 -3.42127 -2.228 -1.064 -1.961 0.59
O -0.62325 2.83034 -2.39927 2.413 -1.092 2.016 -0.29
O -2.50625 4.15834 -3.00327 -1.344 1.638 0.186 -0.29
C -0.52425 3.99234 -4.75727 2.905 2.707 1.571 -0.28
H -2.14525 3.97034 -6.10427 -0.609 1.301 -0.397 0.12
H -0.51825 3.84634 -6.79627 0.732 0.082 -1.797 0.10
H -0.43725 1.72534 -5.37327 -1.125 -0.658 -2.371 0.14
H -2.02025 1.45534 -6.52027 0.664 0.344 0.254 0.14
H -2.06825 1.17934 -3.97327 0.986 -4.161 2.279 0.04
H -3.14325 2.12134 -4.58227 -0.243 1.031 0.513 0.13
H 0.53975 3.57934 -4.53527 -1.596 0.648 -0.920 0.15
H -0.48925 5.12234 -4.61627 0.104 -1.349 -0.213 0.14
C -2.72425 0.92934 0.43273 -3.849 1.556 -7.146 -0.10
C -3.64425 2.16034 0.20173 1.420 2.137 2.688 -0.27
C -4.35825 1.85634 -0.96927 0.851 -2.802 -2.151 -0.27
S -4.87125 0.14234 -0.85027 0.213 2.065 -0.410 0.66
O -4.52025 -0.49966 -2.06527 0.431 -1.073 -1.532 -0.30
O -6.20025 0.07334 -0.37227 -1.826 -0.365 0.791 -0.29
C -3.75425 -0.28866 0.40173 4.645 3.828 -5.058 -0.16
H -2.36525 1.08734 1.28073 3.955 0.511 7.330 0.01
H -1.96525 1.22834 -0.46227 -1.364 -2.261 1.975 0.17
H -3.14325 3.15434 0.05873 0.335 -1.002 0.040 0.14
H -4.40525 2.46934 0.93773 0.421 -0.919 0.708 0.13
H -3.74825 1.92334 -1.82827 0.746 -0.078 -1.164 0.08
H -5.07125 2.53034 -1.04227 -4.166 2.563 -0.997 0.07
H -3.18025 -1.01266 -0.02827 1.232 -2.796 -0.848 0.05
H -4.25925 -0.59266 1.15673 -2.793 -1.448 5.651 0.04
```
Forces are in eV/Å.

The LUMO energy comes out at 0.0076 Ha. As for the max |F|: 8.9 eV/Å. Its HOMO-LUMO gap is 9.28 eV.

***

Below is 9 unconnected molecules or ions with the total composition C40H65F9O11S, with properties calculated with the ωB97M-V functional and the def2-TZVPD basis.

The geometry in XYZ format:
```
126
Properties=species:S:1:pos:R:3:forces:R:3:lowdin_charge:R:1
O -2.37636 -3.77495 2.86371 0.014 -1.452 -0.082 0.18
C -2.68410 -2.75196 3.35544 -0.447 0.826 0.515 -0.58
O -2.03603 -2.11231 4.33691 0.493 0.353 -0.622 0.08
C -2.14641 -0.67600 4.02531 -0.198 -1.104 0.353 -0.16
C -0.76351 -0.17852 3.64769 0.474 1.189 0.184 -0.09
C -0.36625 1.11882 4.41696 -0.751 -0.321 -0.457 -0.14
C -0.48785 2.42359 3.59776 -0.264 0.343 0.898 -0.17
C 0.82603 3.20929 3.56239 0.305 -0.661 -0.564 -0.07
C 1.12086 3.98759 2.28192 -0.449 -0.652 1.122 -0.48
F 2.40569 4.40270 2.34096 0.018 0.151 -0.236 0.12
F 0.96787 3.15249 1.22806 0.126 0.276 -0.314 0.12
C 0.16448 5.19369 2.13494 -0.064 0.500 -0.016 -0.43
F -1.06043 4.77559 1.80964 0.145 -0.173 -0.121 0.14
F 0.05880 5.80586 3.32604 0.276 0.012 -0.036 0.12
S 0.69731 6.54025 0.89358 -0.858 -0.111 -0.491 0.77
F 1.62884 5.52324 0.11372 0.242 0.001 0.106 -0.13
F -0.48603 6.16405 -0.09995 0.048 -0.115 -0.075 -0.14
F -0.28419 7.57050 1.59776 0.101 0.153 0.110 -0.14
F 1.87178 6.98316 1.83952 0.220 -0.127 0.183 -0.11
F 1.13328 7.66745 -0.11674 0.084 0.002 0.053 -0.13
C -3.31476 -0.64573 2.99684 -0.397 0.484 0.519 -0.21
C -3.08431 -0.08851 1.59694 0.181 -0.610 -0.718 -0.07
C -2.34685 -0.96291 0.59779 0.454 0.054 -0.057 -0.21
C -1.14379 -0.53281 0.02431 -0.438 -0.609 0.214 -0.05
C -0.49009 -1.33063 -0.90869 0.142 0.187 -0.107 -0.06
C -1.01250 -2.55100 -1.32462 -0.676 0.397 0.580 -0.07
C -2.21456 -2.98190 -0.75697 0.333 0.482 -0.011 -0.06
C -2.86432 -2.18848 0.18181 -0.121 -0.105 -0.112 -0.05
O -3.77006 -2.00664 3.01306 0.161 0.093 -0.975 0.07
H -2.52787 -0.27231 4.95885 0.301 0.437 0.055 0.15
H -0.66463 0.01692 2.58287 -0.149 -0.177 -0.131 0.09
H -0.02071 -0.92666 3.89389 -0.247 -0.319 0.070 0.09
H -1.07779 1.18411 5.23613 0.259 0.103 0.395 0.10
H 0.62636 1.00165 4.84298 0.093 0.041 0.020 0.11
H -1.22135 3.04706 4.11146 -0.141 0.122 -0.186 0.11
H -0.91121 2.22677 2.61809 0.281 -0.029 -0.270 0.09
H 0.95890 3.84400 4.43134 -0.088 0.169 0.028 0.13
H 1.63971 2.48327 3.59624 0.171 0.022 -0.089 0.13
H -4.13654 -0.05691 3.40085 0.020 0.020 0.251 0.15
H -2.56904 0.86912 1.65931 -0.030 0.121 0.211 0.11
H -4.06170 0.11596 1.16069 -0.165 0.094 0.131 0.13
H -0.72083 0.41635 0.33077 0.099 0.073 -0.087 0.10
H 0.43564 -0.96172 -1.32254 0.056 -0.039 -0.144 0.08
H -0.51155 -3.14790 -2.05971 0.149 -0.070 -0.082 0.08
H -2.65908 -3.92567 -1.03611 0.040 -0.086 -0.102 0.10
H -3.80347 -2.53848 0.58660 -0.032 0.023 0.082 0.11
C -4.40010 9.74246 0.13427 -0.257 -0.029 0.060 -0.02
C -4.51965 9.39865 1.59740 -0.047 0.003 0.012 -0.50
C -3.23124 9.20581 2.36534 -0.212 -0.039 0.190 -0.02
O -5.59512 9.28098 2.13808 0.017 -0.008 0.010 0.06
H -5.39424 9.84929 -0.29397 -0.011 -0.005 0.027 0.08
H -3.85716 10.68021 0.01164 0.164 -0.100 -0.074 0.08
H -3.86738 8.95108 -0.39439 0.168 0.127 -0.027 0.08
H -2.63752 10.12070 2.33670 0.104 -0.066 -0.120 0.09
H -2.65509 8.38623 1.93546 0.089 0.108 -0.098 0.07
H -3.46567 8.96721 3.40069 -0.012 0.011 -0.003 0.08
C -0.37767 10.54570 -4.07267 -0.257 -0.013 0.027 -0.02
C -0.54954 10.21369 -2.61014 -0.024 -0.011 0.068 -0.50
C 0.70519 10.03627 -1.79141 -0.157 0.097 0.058 -0.03
O -1.64381 10.09251 -2.10980 -0.032 0.010 -0.035 0.07
H -1.35534 10.64435 -4.53864 -0.003 -0.004 0.012 0.08
H 0.16507 11.48585 -4.18126 0.125 -0.071 -0.032 0.08
H 0.17688 9.75089 -4.57375 0.124 0.080 0.002 0.09
H 1.29494 10.95463 -1.80398 0.093 -0.061 -0.126 0.09
H 1.30158 9.21740 -2.19533 0.107 0.099 -0.056 0.08
H 0.43234 9.80635 -0.76741 -0.025 0.032 0.020 0.07
C 0.62098 -4.58192 5.19561 -0.160 0.144 0.095 -0.01
C 1.42690 -3.30919 5.13302 -0.093 -0.076 -0.009 -0.49
C 2.88207 -3.43462 4.75064 -0.028 0.253 0.012 -0.02
O 0.92449 -2.23611 5.37564 0.201 0.063 0.108 0.06
H -0.40272 -4.34645 5.47629 0.000 0.023 -0.039 0.08
H 0.61666 -5.06854 4.21912 0.073 -0.077 0.032 0.09
H 1.04988 -5.25997 5.93587 0.076 -0.076 -0.106 0.08
H 2.97000 -3.87658 3.75698 0.028 -0.127 0.055 0.09
H 3.40481 -4.06435 5.47210 -0.004 -0.114 -0.089 0.08
H 3.34125 -2.44853 4.74218 -0.009 0.002 0.004 0.08
C 0.26941 -7.41693 -1.73131 -0.285 0.215 0.067 -0.01
C 1.02767 -6.11423 -1.75352 0.026 0.074 0.027 -0.47
C 2.50482 -6.19519 -2.04466 -0.001 0.310 0.002 -0.02
O 0.47959 -5.05279 -1.54984 0.124 -0.360 -0.044 0.06
H -0.77720 -7.22332 -1.51304 -0.018 0.016 0.024 0.06
H 0.34838 -7.90504 -2.70164 0.147 -0.101 0.053 0.07
H 0.67759 -8.07396 -0.96145 0.087 -0.094 -0.123 0.09
H 2.66630 -6.64446 -3.02486 0.030 -0.182 0.083 0.08
H 3.00184 -6.80451 -1.28848 0.008 -0.137 -0.107 0.09
H 2.93007 -5.19349 -2.03192 -0.027 0.005 0.021 0.08
C -4.20749 -7.94429 2.45027 -0.131 -0.216 -0.113 -0.02
C -3.70486 -7.75683 1.03827 -0.013 0.042 -0.002 -0.50
C -2.80358 -6.57480 0.79096 -0.031 -0.155 -0.319 -0.02
O -4.01254 -8.52084 0.15149 0.013 -0.014 0.028 0.06
H -4.84308 -8.82614 2.49463 0.004 0.000 -0.014 0.08
H -3.36596 -8.07623 3.13194 -0.010 0.152 0.049 0.08
H -4.78485 -7.07179 2.75917 0.128 0.062 0.081 0.09
H -1.90234 -6.65660 1.40035 -0.062 0.173 0.117 0.09
H -3.31161 -5.63870 1.02552 0.113 0.007 0.220 0.08
H -2.51854 -6.56488 -0.25778 0.010 0.025 -0.024 0.06
C 2.87508 2.62960 -3.00286 -0.030 -0.214 0.103 -0.02
C 1.55433 1.97398 -2.69431 -0.061 0.009 0.045 -0.49
C 0.35434 2.87690 -2.54409 -0.141 -0.241 -0.035 -0.01
O 1.44774 0.77482 -2.57308 0.133 -0.019 -0.044 0.06
H 3.64525 1.86736 -3.08529 0.006 0.003 -0.007 0.07
H 2.81548 3.16988 -3.94724 0.046 0.108 0.053 0.08
H 3.14464 3.32217 -2.20268 -0.062 0.110 -0.077 0.09
H 0.18611 3.43230 -3.46838 0.061 0.120 0.062 0.09
H 0.51501 3.57841 -1.72815 0.053 0.193 -0.001 0.06
H -0.52564 2.27424 -2.32693 0.018 -0.012 -0.006 0.08
C 2.48826 -11.47977 -2.78005 0.129 0.203 0.078 -0.02
C 1.85240 -10.39098 -3.60876 0.013 -0.003 -0.029 -0.50
C 0.73279 -10.80090 -4.53316 0.009 0.248 -0.029 -0.02
O 2.22257 -9.24151 -3.53396 0.036 -0.043 -0.018 0.05
H 3.27453 -11.05217 -2.16215 -0.003 0.010 -0.008 0.08
H 1.74018 -11.94290 -2.13483 -0.013 -0.116 -0.091 0.09
H 2.92145 -12.24043 -3.43108 -0.114 -0.092 0.024 0.09
H -0.08598 -11.23659 -3.95840 0.039 -0.133 -0.038 0.09
H 1.09423 -11.53381 -5.25589 -0.063 -0.110 0.074 0.09
H 0.36532 -9.92779 -5.06756 0.008 0.003 0.003 0.08
C 4.53117 0.26785 -5.70216 -0.176 0.184 0.042 -0.02
C 5.26881 1.58361 -5.76661 -0.039 -0.023 -0.008 -0.50
C 6.74932 1.52483 -6.05659 -0.035 0.246 0.030 -0.02
O 4.69968 2.63621 -5.59236 0.057 0.021 -0.072 0.06
H 3.48052 0.44876 -5.48624 0.005 -0.002 0.012 0.08
H 4.61343 -0.25359 -6.65703 0.104 -0.091 0.054 0.09
H 4.95097 -0.35872 -4.91362 0.064 -0.084 -0.094 0.09
H 6.92175 1.05462 -7.02580 0.038 -0.128 0.064 0.08
H 7.25942 0.94948 -5.28254 0.008 -0.119 -0.088 0.08
H 7.15505 2.53370 -6.07443 -0.013 0.003 0.002 0.08
```
Forces are in eV/Å.

The LUMO energy comes out at 0.0140 Ha. As for the max |F|: 1.5 eV/Å. Its HOMO-LUMO gap is 8.90 eV.

***

What energy values result from the calculations? In sequence: -121560.506; -100347.715 eV.